Entry 1:
Formula: C48H54ClN6OP2Tm
Source: OMol25
Level of theory: wB97M-V/def2-TZVPD

Element x y z (Å)
Tm: 0.041 1.098 -0.797
C: -1.799 5.103 -0.768
C: -2.172 5.448 0.526
C: -1.701 4.694 1.577
C: -0.902 3.588 1.348
N: -0.538 3.265 0.105
C: -0.951 4.042 -0.908
C: -0.372 2.881 2.542
C: 0.216 3.537 3.578
C: 0.664 2.901 4.717
C: 0.592 1.538 4.839
C: 0.070 0.830 3.773
C: -0.414 1.468 2.640
H: -2.139 5.580 -1.669
H: -2.863 6.258 0.702
H: -2.054 4.914 2.577
H: -0.673 3.687 -1.893
H: 0.234 4.597 3.556
H: 1.096 3.490 5.491
H: 0.841 1.029 5.768
H: 0.089 -0.266 3.757
C: 3.070 1.152 1.921
P: 2.813 0.161 0.388
C: 2.351 -1.488 1.082
N: 2.885 -1.786 2.276
C: 2.431 -2.891 2.935
C: 2.841 -3.232 4.233
C: 2.280 -4.290 4.887
C: 1.344 -5.130 4.241
C: 0.993 -4.878 2.946
C: 1.515 -3.770 2.291
N: 1.024 -3.489 1.024
C: 1.392 -2.382 0.477
P: 0.422 -1.947 -1.028
C: 1.379 -2.521 -2.494
C: -1.049 -3.149 -1.089
C: -1.889 -2.671 -2.287
C: -0.615 -4.601 -1.387
C: -2.018 -3.219 0.113
C: 4.511 -0.096 -0.277
C: 5.466 -0.777 0.692
C: 5.203 1.179 -0.707
C: 4.325 -0.953 -1.533
H: 3.235 2.191 1.660
H: 3.909 0.697 2.455
H: 2.218 1.084 2.596
H: 3.527 -2.592 4.764
H: 2.518 -4.452 5.908
H: 0.928 -5.961 4.769
H: 0.295 -5.460 2.329
H: 1.829 -3.489 -2.302
H: 2.154 -1.802 -2.664
H: 0.717 -2.533 -3.375
H: -1.383 -2.485 -3.230
H: -2.414 -1.748 -2.072
H: -2.707 -3.366 -2.523
H: -0.245 -4.702 -2.376
H: -1.433 -5.264 -1.242
H: 0.207 -4.915 -0.728
H: -2.506 -2.288 0.397
H: -1.546 -3.629 1.008
H: -2.836 -3.905 -0.168
H: 5.719 -0.122 1.551
H: 6.424 -1.012 0.187
H: 5.089 -1.680 1.094
H: 5.447 1.803 0.130
H: 4.622 1.802 -1.421
H: 6.130 0.933 -1.190
H: 3.954 -1.966 -1.280
H: 5.300 -1.062 -2.029
H: 3.589 -0.522 -2.170
C: -0.737 0.681 1.489
C: -1.767 -0.159 1.440
C: -2.760 -0.392 2.508
C: -2.390 -1.591 3.151
C: -3.237 -2.252 3.993
C: -4.514 -1.739 4.164
C: -4.923 -0.591 3.476
C: -4.086 0.078 2.614
H: -1.409 -1.977 2.937
H: -2.962 -3.147 4.544
H: -5.141 -2.224 4.875
H: -5.955 -0.267 3.608
H: -4.405 0.976 2.034
Cl: 1.522 5.346 -2.502
C: 1.172 4.280 -3.839
C: 0.793 4.869 -5.039
C: 0.568 4.135 -6.173
C: 0.658 2.757 -6.025
C: 0.975 2.152 -4.836
C: 1.238 2.874 -3.642
C: 1.496 2.229 -2.326
H: 0.658 5.929 -5.084
H: 0.317 4.574 -7.129
H: 0.573 2.149 -6.949
H: 1.063 1.092 -4.755
H: 2.149 2.836 -1.703
H: 1.997 1.268 -2.537
C: -5.190 0.245 -2.877
N: -3.764 0.364 -2.820
C: -2.812 -0.155 -3.840
C: -1.501 0.193 -3.159
O: -0.382 -0.105 -3.567
N: -1.730 0.829 -1.989
C: -3.160 0.825 -1.697
N: -3.689 1.164 -0.613
H: -5.578 0.121 -3.882
H: -5.608 1.166 -2.530
H: -5.565 -0.607 -2.286
H: -2.947 0.326 -4.845
H: -2.952 -1.217 -4.004
H: -1.990 -0.645 0.262
H: -4.711 1.145 -0.690

Calculated values
Kohn-Sham gap (spin up / spin down): 0.2194 / 0.2193 hartree
highest occupied orbital energy (spin up / spin down): -6.71 / -6.71 eV
2S+1: 3

---

Entry 2:
Formula: C48H54N6O4P2PdS3
Source: OMol25
Level of theory: wB97M-V/def2-TZVPD

Element x y z (Å)
Pd: -0.341 -0.335 0.261
C: -6.217 1.441 1.095
C: -5.012 2.331 1.347
N: -3.923 2.071 0.399
C: -2.981 1.152 0.609
S: -1.997 0.794 -0.854
N: -2.876 0.540 1.750
N: -1.794 -0.284 1.811
C: -1.573 -0.989 2.857
C: -2.480 -0.954 4.040
C: -0.301 -1.755 2.830
C: 0.071 -2.581 3.871
C: 1.334 -3.155 3.888
C: 2.197 -2.892 2.844
C: 1.752 -2.097 1.803
N: 0.539 -1.545 1.777
H: -7.004 1.666 1.814
H: -5.948 0.389 1.203
H: -6.623 1.598 0.095
H: -4.609 2.164 2.342
H: -5.270 3.386 1.263
H: -3.998 2.453 -0.530
H: -3.516 -0.932 3.707
H: -2.300 -0.038 4.608
H: -2.335 -1.796 4.708
H: -0.603 -2.742 4.697
H: 1.637 -3.780 4.717
H: 3.199 -3.296 2.811
H: 2.387 -1.923 0.947
C: 2.589 -2.231 -7.366
S: 1.154 -2.848 -6.472
C: 0.719 -1.358 -5.551
C: -0.576 -1.623 -4.796
C: -0.936 -0.610 -3.719
N: 0.103 -0.542 -2.647
P: -0.054 -1.739 -1.432
C: -1.498 -2.818 -1.555
C: -1.374 -3.994 -2.305
C: -2.447 -4.859 -2.430
C: -3.650 -4.567 -1.802
C: -3.777 -3.413 -1.042
C: -2.709 -2.539 -0.917
C: 1.330 -2.868 -1.455
C: 1.316 -3.977 -0.602
C: 2.348 -4.895 -0.650
C: 3.386 -4.727 -1.563
C: 3.392 -3.641 -2.425
C: 2.368 -2.707 -2.370
P: 0.698 0.871 -1.732
C: 2.470 0.464 -1.659
C: 3.030 0.148 -0.425
C: 4.375 -0.161 -0.310
C: 5.182 -0.143 -1.440
C: 4.640 0.212 -2.666
C: 3.290 0.520 -2.782
C: 0.330 2.127 -2.990
C: 0.692 1.874 -4.315
C: 0.496 2.834 -5.295
C: -0.088 4.048 -4.968
C: -0.476 4.297 -3.658
C: -0.261 3.348 -2.673
H: 2.968 -3.052 -7.970
H: 3.375 -1.910 -6.683
H: 2.313 -1.412 -8.030
H: 0.600 -0.520 -6.243
H: 1.533 -1.114 -4.862
H: -0.546 -2.623 -4.357
H: -1.403 -1.641 -5.511
H: -1.894 -0.882 -3.274
H: -1.062 0.382 -4.143
H: -0.437 -4.241 -2.791
H: -2.340 -5.762 -3.015
H: -4.487 -5.248 -1.896
H: -4.710 -3.193 -0.539
H: -2.823 -1.653 -0.315
H: 0.494 -4.129 0.088
H: 2.336 -5.753 0.009
H: 4.185 -5.455 -1.606
H: 4.190 -3.520 -3.145
H: 2.374 -1.860 -3.038
H: 2.413 0.175 0.465
H: 4.795 -0.398 0.659
H: 6.234 -0.380 -1.360
H: 5.272 0.264 -3.543
H: 2.906 0.813 -3.748
H: 1.118 0.921 -4.594
H: 0.793 2.627 -6.314
H: -0.247 4.797 -5.733
H: -0.941 5.239 -3.399
H: -0.566 3.560 -1.659
C: -2.835 4.789 6.561
C: -1.694 3.901 6.154
C: -1.856 2.950 5.144
C: -0.809 2.138 4.750
C: 0.424 2.275 5.378
C: 0.616 3.217 6.376
C: -0.447 4.021 6.760
S: 1.776 1.257 4.888
O: 2.871 1.541 5.754
O: 1.310 -0.101 4.707
N: 2.155 1.714 3.341
C: 1.997 3.098 2.885
C: 1.999 3.127 1.360
C: 0.926 2.261 0.744
O: 0.981 2.184 -0.565
O: 0.106 1.655 1.418
H: -3.794 4.287 6.433
H: -2.851 5.695 5.951
H: -2.745 5.097 7.601
H: -2.824 2.845 4.668
H: -0.941 1.420 3.949
H: 1.582 3.302 6.855
H: -0.305 4.748 7.550
H: 1.676 1.056 2.747
H: 2.829 3.705 3.239
H: 1.070 3.534 3.267
H: 2.946 2.739 0.968
H: 1.916 4.141 0.967

Calculated values
Kohn-Sham gap: 0.2178 hartree
total charge: +2
highest occupied orbital energy: -12.55 eV
relative energy (zero: lowest compared OMol25 entry of this formula, charge and spin): 0.0 kcal/mol